Formula: C10H28AgClN2O4
Source: OMol25
Level of theory: ωB97M-V/def2-TZVPD

For the energy above the lowest of the compared OMol25 structures with the same formula, charge and spin, the calculation gives 58.19 kJ/mol. Its spin multiplicity is 2. As for the energy: -38508.1551 eV. Its orbital gap (spin up / spin down) is 9.93 / 6.97 eV. For the lowest unoccupied orbital energy (spin up / spin down), the calculation gives -2.358 / -5.399 eV. The net charge is +1. The calculation puts the max |F| at 2.0 eV Å⁻¹. As for the expectation value of S²: 0.756.

Structure (XYZ):
```
46
Properties=species:S:1:pos:R:3:forces:R:3
Ag 0.082414 -0.796733 -0.082126 0.185 -1.909 0.528
Cl -1.503018 -2.880063 0.338359 0.769 0.959 -0.129
C 0.225393 3.481863 -0.781772 -0.004 -0.364 0.215
C -0.046502 2.000956 -0.526916 -0.424 -0.115 -0.933
C -1.104669 1.479519 -1.533554 -0.112 0.277 0.575
O -1.604761 0.160547 -1.249679 -0.192 1.726 -0.197
C -2.732795 -0.150215 -2.059508 -0.136 -0.959 0.374
N 1.136308 1.134764 -0.733613 0.314 0.798 0.595
H 0.882665 3.865235 0.000691 0.167 0.004 -0.158
H -0.702923 4.046294 -0.692382 0.031 0.069 -0.253
H 0.690197 3.616107 -1.759661 -0.103 0.258 -0.005
H -0.361636 1.906340 0.508797 -0.229 -0.318 -0.066
H -0.639577 1.441334 -2.526023 -0.129 0.295 -0.092
H -1.944456 2.180431 -1.512341 0.000 -0.047 -0.273
H -2.448810 -0.270670 -3.109898 0.023 -0.059 0.041
H -3.550554 0.574176 -2.009342 0.307 0.295 0.214
H -3.097810 -1.081450 -1.618457 -0.047 -0.045 -0.443
H 1.899485 1.515387 -0.170245 -0.095 -0.392 0.086
H 1.455585 1.290247 -1.690195 -0.101 -0.468 -0.028
C 1.400163 0.814215 2.957690 1.010 0.216 -0.662
C 0.621746 -0.484478 3.000383 -0.335 -0.522 -0.090
C -0.901201 -0.266587 2.929230 0.519 -1.179 0.291
O -1.247977 0.174724 1.637193 -0.538 0.670 0.220
C -2.621287 0.540300 1.573215 -0.666 0.300 0.455
N 1.036859 -1.436061 1.921623 -1.270 0.148 0.016
H 0.872620 1.721247 2.656586 -0.615 -0.238 0.401
H 2.154130 0.759631 2.160735 0.218 -0.250 0.304
H 1.921902 0.994168 3.894916 -0.036 0.145 -0.022
H 0.813948 -1.080019 3.897505 -0.082 0.737 0.487
H -1.228501 0.404896 3.727784 0.164 0.398 -0.206
H -1.397679 -1.219081 3.158992 -0.079 -0.051 -0.276
H -3.304034 -0.311644 1.537970 0.308 -0.298 0.343
H -2.918000 1.131902 0.706898 0.844 0.056 -0.179
H -2.807970 1.156797 2.455139 -0.404 -0.069 0.012
H 2.007293 -1.719177 1.968191 0.133 0.398 0.093
H 0.502418 -2.283194 2.123700 0.078 -0.085 -0.474
C 2.675007 -2.188901 -1.994220 0.403 0.211 0.037
C 1.325879 -2.419842 -2.679588 -0.003 -1.985 0.337
O 0.251791 -1.568662 -2.282884 0.962 0.424 -0.596
O 2.416913 -1.869520 -0.623303 0.132 0.177 -0.277
H 3.362465 -1.482673 -2.476289 -0.508 0.502 0.120
H 3.254711 -3.117661 -1.998538 -0.410 -0.202 -0.392
H 1.098468 -3.440598 -2.342522 -0.437 0.114 0.001
H 1.373172 -2.518061 -3.764204 0.413 0.491 -0.047
H -0.512761 -1.779462 -2.827272 -0.073 -0.098 0.154
H 3.215388 -2.026327 -0.111064 0.050 -0.012 -0.103
```
Forces are in eV/Å.

---

Formula: C3H3I2N
Source: OMol25
Level of theory: ωB97M-V/def2-TZVPD

For the energy above the lowest of the compared OMol25 structures with the same formula, charge and spin, the calculation gives 378.84 kJ/mol. As for the energy: -20846.1492 eV. Its orbital gap is 7.82 eV. For the lowest unoccupied orbital energy, the calculation gives -0.838 eV. The calculation puts the max |F| at 1.9 eV Å⁻¹.

Structure (XYZ):
```
9
Properties=species:S:1:pos:R:3:forces:R:3
C -1.435577 -0.793127 1.657550 -0.344 -1.380 -1.034
C 0.364637 0.560080 -1.140523 1.349 -0.401 0.853
C 1.750924 0.047098 -0.610093 -1.498 1.037 0.383
N -1.411601 0.068481 2.413655 0.064 0.305 0.211
I 2.152723 0.571878 1.403282 -0.276 -0.111 -0.713
I -1.626442 -2.373562 0.345815 0.192 1.014 0.874
H -0.530993 0.889856 -0.582306 0.898 0.147 0.531
H 0.054330 -0.335840 -1.655291 -0.161 -0.094 -0.988
H 0.682003 1.365134 -1.832087 -0.225 -0.517 -0.118
```
Forces are in eV/Å.

---

Formula: C9H31NO7
Source: OMol25
Level of theory: ωB97M-V/def2-TZVPD

For the energy above the lowest of the compared OMol25 structures with the same formula, charge and spin, the calculation gives 51.02 kJ/mol. As for the energy: -25657.5847 eV. Its orbital gap is 9.58 eV. For the lowest unoccupied orbital energy, the calculation gives 0.205 eV. The calculation puts the max |F| at 2.4 eV Å⁻¹.

Structure (XYZ):
```
48
Properties=species:S:1:pos:R:3:forces:R:3
C -1.495672 -2.309784 -1.797138 0.132 0.050 -0.963
C -1.394496 -2.252474 -0.290446 -1.455 1.238 -0.050
C -2.861071 -2.030313 0.210261 1.106 -0.557 -0.235
C -0.892341 -3.542634 0.226246 1.858 -0.657 1.374
C -0.595123 -3.504091 1.741615 0.533 0.727 -1.000
C 0.328071 -2.317654 2.029082 -1.052 0.690 -0.850
C -0.147818 -0.951125 1.445303 0.597 -0.488 0.702
C -1.346649 -0.423717 2.227069 -0.316 0.146 1.512
C 1.068124 -0.001297 1.525365 0.431 -0.066 0.723
N -0.410724 -1.169650 0.051008 -0.828 -1.093 -1.002
O -0.836437 0.021765 -0.578879 0.302 0.060 -0.751
H -0.473525 -2.252566 -2.204786 -0.494 0.488 -0.277
H -2.230929 -1.570211 -2.148793 0.908 0.311 -0.156
H -1.911259 -3.224921 -2.226174 0.063 -0.411 0.685
H -3.199432 -1.016508 0.070271 -0.088 0.357 -0.027
H -2.932594 -2.323322 1.250089 -0.507 -0.040 -0.061
H -3.436738 -2.685718 -0.439847 -0.421 -0.034 0.299
H -1.601213 -4.324707 0.004553 -0.052 -0.376 -0.290
H 0.091753 -3.721800 -0.222535 -0.255 -0.365 -0.487
H -0.021027 -4.364174 2.079802 -0.532 -0.429 -0.040
H -1.554579 -3.425650 2.207954 -0.339 -0.086 0.989
H 1.283740 -2.511485 1.550395 0.307 -0.134 0.232
H 0.428167 -2.156549 3.084483 0.416 -0.085 0.624
H -1.011921 -0.155060 3.219327 0.513 0.436 0.290
H -1.840542 0.464695 1.867297 0.075 0.521 -0.474
H -2.178050 -1.071938 2.512459 0.358 -0.522 -0.669
H 0.883772 1.020847 1.222633 -0.271 0.069 -0.389
H 1.417028 0.121722 2.562190 -0.175 -0.389 -0.124
H 1.925642 -0.401700 0.941277 -0.651 0.272 0.368
H -1.284290 0.571363 0.059523 -0.415 0.226 0.551
O 1.692585 -0.365340 -1.572471 0.059 0.872 -1.464
H 1.346633 -0.999026 -0.957070 -0.536 -0.700 0.850
H 0.888538 -0.163971 -2.092881 0.641 -0.106 0.225
O 0.747119 4.304097 -2.668267 0.452 -0.064 -0.148
H 1.696106 4.388133 -2.838821 0.006 0.070 0.177
H 0.442276 3.891233 -3.478116 -0.271 -0.131 -0.205
O 2.115674 4.607300 1.333218 0.152 -0.721 -0.388
H 1.239756 5.000020 1.235847 0.027 -0.303 -0.070
H 2.078152 3.759814 0.825391 -0.119 0.906 0.529
O -0.311720 5.135307 -0.171827 -0.604 0.186 -0.773
H -1.040475 4.806284 -0.745792 0.910 0.391 0.595
H 0.252989 5.656481 -0.774796 -0.445 -0.504 0.288
O 3.526018 1.865309 -2.901835 -0.591 0.880 0.401
H 3.110728 2.001109 -2.024408 0.251 -0.095 -0.417
H 3.985243 1.040153 -2.818313 0.282 -0.671 0.039
O 1.725585 2.312488 -0.553524 0.128 -0.579 -0.200
H 1.230011 2.877670 -1.150240 -0.340 0.365 -0.204
H 1.504915 1.391593 -0.825699 0.250 0.345 0.264
```
Forces are in eV/Å.